(1)
Here is a cluster of 2 separate species, C3H11N2S in total at a distorted geometry from OMol25. Energies are from ωB97M-V with the def2-TZVPD basis set.

Cartesian coordinates (Å):
S (2.95, -0.23, 0.66)
N (-0.79, -0.53, 0.34)
N (1.12, 1.44, -0.01)
C (2.33, 1.28, -0.04)
C (-2.10, -0.10, 1.03)
C (-0.94, -0.98, -1.00)
H (-1.42, -0.25, -1.60)
H (-2.68, -1.02, 1.07)
H (3.89, -0.33, -0.23)
H (-1.49, -1.87, -1.10)
H (-0.43, -1.36, 0.92)
H (-2.56, 0.59, 0.32)
H (3.20, 1.96, -0.45)
H (0.62, 2.10, -0.62)
H (-1.76, 0.35, 1.86)
H (0.05, 0.22, 0.41)
H (0.01, -1.27, -1.54)

Summary:
net charge	+1
energy above the lowest of the compared OMol25 structures with the same formula, charge and spin	43.2	kcal per mole
maximum force	4.76	eV/A
LUMO level	-2.91	eV
calculated total energy	-628.308367	Eh


(2)
Here is the molecule C21H29N5O3 at a distorted geometry from OMol25. Energies are from ωB97M-V with the def2-TZVPD basis set.

Cartesian coordinates (Å):
O (1.86, 3.60, 1.37)
O (-4.18, -2.29, -1.50)
O (-1.06, 2.36, -1.83)
N (1.48, 2.93, -0.76)
N (-2.61, 0.06, 0.45)
N (-1.51, 1.73, 1.60)
N (2.68, -1.05, -0.02)
N (-1.16, 2.32, 0.43)
C (2.51, 0.11, -0.88)
C (2.86, 2.62, -1.07)
C (3.33, 1.31, -0.42)
C (4.21, -2.58, 1.12)
C (4.06, -1.54, 0.01)
C (1.69, -2.10, -0.24)
C (-4.03, -2.16, 0.76)
C (0.26, -1.56, -0.18)
C (3.24, -3.74, 0.92)
C (-4.51, -2.85, -0.31)
C (-3.46, -1.19, -1.20)
C (-2.79, -0.13, -1.82)
C (-2.55, 0.02, 2.91)
C (-3.34, -1.06, 0.19)
C (1.11, 3.36, 0.45)
C (-0.42, 3.55, 0.57)
C (-1.46, 1.82, -0.81)
C (-2.19, 0.65, 1.62)
C (-2.27, 0.62, -0.79)
C (4.60, -2.06, -1.33)
C (1.83, -3.17, 0.85)
H (-2.69, 0.08, -2.87)
H (2.96, 2.56, -2.16)
H (-2.14, 0.61, 3.72)
H (-0.64, 3.96, 1.56)
H (-5.09, -3.75, -0.36)
H (5.62, -2.42, -1.19)
H (1.59, -2.70, 1.81)
H (4.68, -0.68, 0.30)
H (-4.16, -2.42, 1.79)
H (-0.02, -1.04, -1.08)
H (1.46, 0.41, -0.82)
H (4.63, -1.26, -2.07)
H (3.49, 3.44, -0.70)
H (-0.75, 4.24, -0.21)
H (4.39, 1.19, -0.66)
H (3.32, -4.45, 1.74)
H (3.99, -2.10, 2.07)
H (3.48, -4.27, 0.00)
H (0.17, -0.89, 0.68)
H (-0.43, -2.39, -0.05)
H (5.24, -2.94, 1.14)
H (4.00, -2.87, -1.72)
H (-3.63, -0.04, 3.01)
H (2.73, -0.11, -1.94)
H (1.83, -2.59, -1.23)
H (0.77, 2.76, -1.46)
H (-2.14, -0.99, 2.95)
H (1.11, -3.97, 0.67)
H (3.23, 1.41, 0.66)

Summary:
energy above the lowest of the compared OMol25 structures with the same formula, charge and spin	68.9	kcal per mole
maximum force	1.67	eV/A
SMILES	Cc1nn(CC(=O)NCCCN2[C@H](C)CCC[C@H]2C)c(=O)c2cc3occc3n12
LUMO level	0.37	eV
calculated total energy	-1317.122224	Eh


(3)
Here is the molecule C3H6ClNO at a distorted geometry from OMol25. Energies are from ωB97M-V with the def2-TZVPD basis set.

Cartesian coordinates (Å):
Cl (2.34, 1.36, -0.01)
O (-0.43, -1.64, 0.22)
N (1.40, -0.34, 1.90)
C (0.42, -0.65, -0.34)
C (1.38, -0.07, 0.67)
C (-0.43, 0.36, -1.02)
H (1.24, -1.15, -1.09)
H (-0.09, 1.47, -0.90)
H (0.09, -1.87, 1.01)
H (-1.40, 0.45, -0.58)
H (2.18, 0.08, 2.36)
H (-0.49, 0.19, -2.01)

Summary:
energy above the lowest of the compared OMol25 structures with the same formula, charge and spin	34.4	kcal per mole
maximum force	4.81	eV/A
SMILES	[H]/N=C(\Cl)[C@H](C)O
LUMO level	0.78	eV
calculated total energy	-708.059218	Eh


(4)
Here is a structure of composition C8H22AgN6O14 at a distorted geometry from OMol25. Energies are from ωB97M-V with the def2-TZVPD basis set.

Cartesian coordinates (Å):
Ag (-8.66, -23.36, -18.91)
O (-8.09, -26.63, -18.54)
O (-7.70, -24.66, -12.34)
O (-10.14, -20.51, -19.98)
O (-9.15, -28.18, -19.40)
O (-11.50, -20.07, -21.52)
O (-13.58, -24.81, -17.36)
O (-10.81, -18.52, -20.20)
O (-11.92, -24.17, -18.42)
O (-10.91, -23.76, -23.49)
O (-9.20, -24.15, -22.12)
O (-10.42, -25.72, -22.94)
O (-6.39, -20.00, -17.81)
O (-13.72, -24.47, -19.52)
O (-7.13, -28.37, -19.07)
N (-8.05, -27.74, -18.92)
N (-10.14, -24.50, -22.90)
N (-13.12, -24.36, -18.43)
N (-8.33, -23.01, -15.54)
N (-5.72, -22.13, -19.89)
N (-10.82, -19.69, -20.56)
C (-3.47, -21.27, -19.93)
C (-6.91, -24.17, -11.33)
C (-6.38, -24.43, -14.88)
C (-4.85, -21.27, -19.14)
C (-7.85, -24.01, -14.67)
C (-8.10, -23.59, -13.24)
C (-5.40, -19.85, -18.85)
C (-6.86, -18.76, -17.37)
H (-3.57, -21.04, -20.99)
H (-2.94, -22.22, -19.91)
H (-6.39, -25.52, -14.92)
H (-5.65, -23.97, -14.21)
H (-4.56, -21.77, -18.22)
H (-6.44, -24.92, -10.70)
H (-7.74, -22.23, -15.29)
H (-2.67, -20.63, -19.55)
H (-5.12, -22.95, -19.91)
H (-5.84, -19.21, -19.62)
H (-7.62, -23.66, -10.68)
H (-7.65, -22.63, -12.99)
H (-6.09, -18.00, -17.53)
H (-7.03, -18.90, -16.30)
H (-4.65, -19.10, -18.61)
H (-5.63, -21.87, -20.86)
H (-9.25, -22.78, -15.19)
H (-5.95, -24.26, -15.87)
H (-8.37, -24.96, -14.79)
H (-9.13, -23.32, -12.99)
H (-6.15, -23.43, -11.58)
H (-7.73, -18.52, -17.99)

Summary:
net charge	-2
energy above the lowest of the compared OMol25 structures with the same formula, charge and spin	149.9	kcal per mole
maximum force	11.26	eV/A
LUMO level (spin up / spin down)	3.48 / 0.08	eV
multiplicity	2
calculated total energy	-1846.148540	Eh


Copy entry 1 word for word.
Here is a cluster of 2 separate species, C3H11N2S in total at a distorted geometry from OMol25. Energies are from ωB97M-V with the def2-TZVPD basis set.

Cartesian coordinates (Å):
S (2.95, -0.23, 0.66)
N (-0.79, -0.53, 0.34)
N (1.12, 1.44, -0.01)
C (2.33, 1.28, -0.04)
C (-2.10, -0.10, 1.03)
C (-0.94, -0.98, -1.00)
H (-1.42, -0.25, -1.60)
H (-2.68, -1.02, 1.07)
H (3.89, -0.33, -0.23)
H (-1.49, -1.87, -1.10)
H (-0.43, -1.36, 0.92)
H (-2.56, 0.59, 0.32)
H (3.20, 1.96, -0.45)
H (0.62, 2.10, -0.62)
H (-1.76, 0.35, 1.86)
H (0.05, 0.22, 0.41)
H (0.01, -1.27, -1.54)

Summary:
net charge	+1
energy above the lowest of the compared OMol25 structures with the same formula, charge and spin	43.2	kcal per mole
maximum force	4.76	eV/A
LUMO level	-2.91	eV
calculated total energy	-628.308367	Eh